Molecular formula: C57H57N16ORbS2
Method: DFT, ωB97M-V with the def2-TZVPD basis set

Each line ends with the Mulliken charge.
Positions of all 134 atoms, in Å:
Rb: 1.355 -1.127 -0.274  0.56
C: 1.972 -7.492 -4.338  -1.56
C: 1.246 -6.696 -3.283  0.48
C: -0.141 -6.602 -3.252  -1.24
C: -0.778 -5.801 -2.323  -0.18
C: -0.086 -5.014 -1.373  0.30
N: -0.712 -4.064 -0.643  0.28
C: -1.875 -4.261 -0.028  0.14
C: -2.216 -5.462 0.660  -0.29
C: -3.377 -5.594 1.395  -1.21
C: -4.307 -4.558 1.508  0.41
C: -5.560 -4.691 2.335  -1.46
C: -4.023 -3.392 0.808  -0.08
C: -2.868 -3.242 0.060  -0.41
N: -2.768 -2.073 -0.761  1.00
C: -3.650 -1.752 -1.735  -0.25
C: -3.231 -0.573 -2.301  -1.34
C: -2.055 -0.253 -1.596  -0.57
N: -1.786 -1.158 -0.669  0.41
C: 1.327 -5.229 -1.335  0.61
C: 1.949 -6.016 -2.295  -0.75
N: 2.133 -4.688 -0.280  0.83
C: 3.453 -4.930 -0.032  0.03
C: 3.769 -4.316 1.149  -1.34
C: 2.564 -3.715 1.565  -0.01
N: 1.593 -3.947 0.705  -0.84
H: 1.261 -7.995 -4.996  0.38
H: 2.621 -8.255 -3.900  0.31
H: 2.601 -6.850 -4.961  0.30
H: -0.731 -7.144 -3.987  0.22
H: -1.859 -5.712 -2.331  0.44
H: -1.510 -6.283 0.604  0.47
H: -3.569 -6.531 1.912  0.25
H: -5.603 -5.673 2.810  0.36
H: -6.465 -4.574 1.732  0.30
H: -5.601 -3.939 3.129  0.29
H: -4.734 -2.570 0.825  0.29
H: -4.478 -2.403 -1.962  0.44
H: -3.699 -0.030 -3.105  0.51
H: -1.399 0.597 -1.726  0.39
H: 3.027 -6.121 -2.276  0.28
H: 4.073 -5.505 -0.694  0.35
H: 4.733 -4.281 1.626  0.39
H: 2.363 -3.117 2.440  0.37
C: 4.693 4.346 -0.212  -0.35
S: 3.681 4.417 -1.700  -0.21
C: 2.694 2.908 -1.547  0.20
S: 2.196 2.298 -0.038  -0.36
N: 2.373 2.481 -2.727  -1.10
N: 1.885 1.240 -2.841  0.82
C: 0.895 0.982 -3.590  -1.02
C: 0.561 -0.425 -3.887  0.97
C: -0.603 -0.733 -4.586  -0.68
C: -0.907 -2.059 -4.844  -0.61
C: -0.024 -3.043 -4.435  -0.39
C: 1.130 -2.640 -3.774  -0.41
N: 1.421 -1.374 -3.496  -0.25
H: 4.926 5.368 0.088  0.38
H: 5.608 3.789 -0.400  -0.02
H: 4.110 3.848 0.564  0.05
H: 0.288 1.767 -4.048  0.21
H: -1.269 0.064 -4.894  0.37
H: -1.825 -2.320 -5.357  0.39
H: -0.219 -4.094 -4.599  0.44
H: 1.860 -3.378 -3.459  0.69
C: 4.277 0.118 4.319  -1.71
C: 3.151 -0.349 3.439  -0.28
N: 3.212 -0.368 2.149  1.65
N: 4.312 0.113 1.553  -1.11
C: 4.478 -0.329 0.291  -0.73
O: 3.984 -1.345 -0.228  -0.55
C: 5.468 0.490 -0.493  0.54
C: 5.262 0.645 -1.860  -0.37
C: 6.164 1.372 -2.625  -0.54
C: 7.298 1.919 -2.036  -0.37
C: 7.509 1.761 -0.671  -0.75
C: 6.588 1.064 0.100  0.03
C: 1.917 -0.878 4.051  1.28
C: 1.816 -1.018 5.443  -0.96
C: 0.701 -1.626 5.991  -0.52
C: -0.304 -2.083 5.156  -1.00
C: -0.153 -1.863 3.792  -0.60
N: 0.906 -1.271 3.251  0.55
H: 5.093 0.441 3.677  0.34
H: 4.635 -0.682 4.975  0.30
H: 3.974 0.960 4.950  0.31
H: 4.375 0.211 -2.306  0.51
H: 5.978 1.515 -3.682  0.34
H: 8.009 2.475 -2.637  0.33
H: 8.392 2.187 -0.207  0.33
H: 6.722 0.953 1.168  0.34
H: 2.613 -0.663 6.081  0.43
H: 0.621 -1.744 7.067  0.37
H: -1.184 -2.585 5.536  0.46
H: -0.930 -2.170 3.102  0.47
N: -2.764 -0.292 2.328  -0.20
C: -3.220 1.003 2.818  -0.42
C: -2.308 1.550 3.917  -0.67
C: -1.168 2.408 3.382  -0.63
N: -0.416 1.715 2.344  0.34
H: -1.903 -0.169 1.801  0.00
H: -3.431 -0.693 1.681  0.08
H: -4.224 0.863 3.228  0.55
H: -3.298 1.761 2.020  0.06
H: -1.902 0.704 4.482  0.18
H: -2.899 2.160 4.609  0.40
H: -0.540 2.734 4.224  0.38
H: -1.598 3.316 2.943  0.29
H: 0.086 0.919 2.730  -0.35
H: 0.289 2.318 1.930  -0.07
N: -3.899 6.603 0.407  0.07
C: -4.536 7.823 0.360  0.63
C: -5.418 8.463 1.224  -0.96
C: -5.874 9.710 0.839  -0.41
C: -5.455 10.301 -0.365  -0.44
C: -4.574 9.658 -1.213  -0.72
C: -4.112 8.395 -0.846  0.48
N: -3.244 7.539 -1.505  -0.73
C: -3.144 6.492 -0.732  0.19
C: -2.332 5.294 -1.015  0.71
C: -1.529 5.252 -2.145  -1.07
C: -0.780 4.108 -2.383  -0.29
N: -0.801 3.042 -1.590  0.12
C: -1.566 3.087 -0.504  -0.68
C: -2.341 4.188 -0.174  -0.52
H: -3.960 5.919 1.139  0.15
H: -5.732 8.011 2.157  0.38
H: -6.564 10.244 1.480  0.37
H: -5.830 11.282 -0.628  0.36
H: -4.240 10.112 -2.137  0.42
H: -1.494 6.101 -2.814  0.48
H: -0.110 4.053 -3.235  0.38
H: -1.541 2.216 0.145  0.93
H: -2.940 4.152 0.729  0.19

Computed properties:
HOMO-LUMO gap: 5.08 eV
total charge: -2
relative energy (zero: lowest compared OMol25 entry of this formula, charge and spin): 13.5 kJ/mol
largest force on an atom: 0.785 eV Å⁻¹
calculated total energy: -108250.8575 eV
M: 1131.8 g mol⁻¹